Record 1
Molecular formula: C5H8O2
Method: DFT, wB97M-V/def2-TZVPD

XYZ file:
```
15
C5H8O2 (wB97M-V/def2-TZVPD)
C 2.157 -0.268 0.225
C 0.743 0.304 0.925
O 0.585 0.816 -0.498
C -0.438 0.114 0.084
C -1.737 0.878 -0.098
O -2.303 -0.265 -0.763
C -1.135 -1.071 -0.527
H 2.881 -0.063 0.983
H 1.998 -1.319 -0.002
H 2.569 0.176 -0.735
H 0.587 1.125 1.669
H -2.287 1.184 0.790
H -1.605 1.733 -0.782
H -0.674 -1.452 -1.442
H -1.344 -1.893 0.169
```

Summary:
* highest occupied orbital energy: -9.17 eV
* SMILES string: C[C@H]1OC12COC2
* 2S+1: 1
* Kohn-Sham gap: 0.3732 Ha
* ΔE to the lowest compared entry with this formula, charge and spin: 517.1 kJ/mol
* DFT total energy: -345.6080 Eh

Record 2
Molecular formula: C5H8O2
Method: DFT, wB97M-V/def2-TZVPD

XYZ file:
```
15
C5H8O2 (wB97M-V/def2-TZVPD)
C -0.677 -0.418 -1.854
C -0.991 -0.264 -0.401
C -0.386 -0.951 0.599
C 0.304 -0.025 1.606
O 1.627 -0.443 1.566
C 0.318 1.147 0.607
O 1.315 1.276 -0.105
H -1.091 -1.355 -2.210
H 0.412 -0.424 -2.004
H -1.064 0.414 -2.450
H -1.756 0.451 -0.120
H 0.149 -1.890 0.439
H -0.124 0.172 2.600
H 1.962 0.162 0.776
H -0.447 1.918 0.646
```

Summary:
* highest occupied orbital energy: -9.12 eV
* SMILES string: C/C=C/[C@@H](O)C=O
* 2S+1: 1
* Kohn-Sham gap: 0.3450 Ha
* ΔE to the lowest compared entry with this formula, charge and spin: 335.7 kJ/mol
* DFT total energy: -345.6771 Eh

Record 3
Molecular formula: C5H8O2
Method: DFT, wB97M-V/def2-TZVPD

XYZ file:
```
15
C5H8O2 (wB97M-V/def2-TZVPD)
C 1.596 -0.593 0.195
C 0.412 0.313 0.511
C 0.149 1.345 -0.572
O -0.328 0.964 -1.644
C -1.815 0.747 0.119
C -0.977 -0.413 0.526
O -1.030 -1.601 -0.226
H 2.530 -0.021 0.181
H 1.471 -1.072 -0.780
H 1.686 -1.381 0.948
H 0.549 0.826 1.468
H 0.428 2.402 -0.423
H -2.500 0.496 -0.709
H -1.237 -0.681 1.559
H -0.934 -1.329 -1.152
```

Summary:
* highest occupied orbital energy: -9.18 eV
* 2S+1: 1
* Kohn-Sham gap: 0.3262 Ha
* ΔE to the lowest compared entry with this formula, charge and spin: 453.4 kJ/mol
* DFT total energy: -345.6323 Eh

Record 4
Molecular formula: C5H8O2
Method: DFT, wB97M-V/def2-TZVPD

XYZ file:
```
15
C5H8O2 (wB97M-V/def2-TZVPD)
C -0.882 1.129 -1.412
C 0.006 0.256 -0.618
C 1.325 0.495 -0.260
C -0.080 -0.182 0.724
O -0.773 0.578 1.601
C 0.143 -1.699 0.714
O 0.587 -1.994 -0.510
H -0.441 1.296 -2.398
H -0.985 2.090 -0.895
H -1.874 0.684 -1.521
H 1.992 -0.333 -0.040
H 1.732 1.498 -0.403
H -0.603 0.284 2.506
H 0.764 -2.101 1.545
H -0.912 -2.002 0.967
```

Summary:
* highest occupied orbital energy (alpha / beta): -7.82 / -7.82 eV
* 2S+1: 1
* Kohn-Sham gap (alpha / beta): 0.2838 / 0.2838 Ha
* ΔE to the lowest compared entry with this formula, charge and spin: 519.5 kJ/mol
* DFT total energy: -345.6071 Eh

Record 5
Molecular formula: C5H8O2
Method: DFT, wB97M-V/def2-TZVPD

XYZ file:
```
15
C5H8O2 (wB97M-V/def2-TZVPD)
O 1.510 -2.035 -0.544
C 0.734 -1.249 0.328
C -0.638 -0.783 -0.205
C -0.295 0.689 0.038
C -1.470 1.754 -0.044
O -0.248 1.854 -0.719
C 1.139 0.230 0.571
H 1.509 -1.615 -1.415
H 0.702 -1.823 1.260
H -0.927 -1.086 -1.209
H -1.438 -1.054 0.499
H -2.276 1.889 -0.799
H -1.763 2.223 0.886
H 1.889 0.523 -0.190
H 1.573 0.483 1.543
```

Summary:
* highest occupied orbital energy: -9.41 eV
* SMILES string: O[C@H]1C[C@]2(CO2)C1
* 2S+1: 1
* Kohn-Sham gap: 0.3793 Ha
* ΔE to the lowest compared entry with this formula, charge and spin: 388.5 kJ/mol
* DFT total energy: -345.6570 Eh

Record 6
Molecular formula: C5H8O2
Method: DFT, wB97M-V/def2-TZVPD

XYZ file:
```
15
C5H8O2 (wB97M-V/def2-TZVPD)
O 2.722 -0.769 0.229
C 1.868 0.197 0.433
C 0.851 0.275 -0.679
C -0.555 0.188 -0.107
C -1.345 1.403 0.093
O -1.585 0.546 -1.018
C -0.811 -1.039 0.734
H 2.556 -1.272 -0.603
H -0.129 -1.047 1.593
H 0.970 -0.512 -1.454
H 0.979 1.249 -1.169
H -2.130 1.413 0.850
H -0.916 2.375 -0.147
H -0.634 -1.950 0.148
H -1.841 -1.058 1.098
```

Summary:
* highest occupied orbital energy: -8.86 eV
* 2S+1: 1
* Kohn-Sham gap: 0.3532 Ha
* ΔE to the lowest compared entry with this formula, charge and spin: 374.4 kJ/mol
* DFT total energy: -345.6623 Eh

Record 7
Molecular formula: C5H8O2
Method: DFT, wB97M-V/def2-TZVPD

XYZ file:
```
15
C5H8O2 (wB97M-V/def2-TZVPD)
C -1.193 0.835 1.253
C 1.325 -1.107 -0.908
C 0.158 0.628 0.606
C -1.597 0.288 -0.057
C 0.312 -0.771 0.154
O 0.828 1.705 0.009
O -1.094 -0.909 -0.461
H 1.285 1.500 -0.821
H -2.223 0.812 -0.771
H -1.405 0.205 2.122
H -1.487 1.869 1.416
H 0.324 -1.483 0.983
H 1.209 -0.468 -1.788
H 2.332 -0.959 -0.510
H 1.225 -2.145 -1.229
```

Summary:
* highest occupied orbital energy: -6.69 eV
* 2S+1: 1
* Kohn-Sham gap: 0.2742 Ha
* ΔE to the lowest compared entry with this formula, charge and spin: 402.3 kJ/mol
* DFT total energy: -345.6517 Eh

Record 8
Molecular formula: C5H8O2
Method: DFT, wB97M-V/def2-TZVPD

XYZ file:
```
15
C5H8O2 (wB97M-V/def2-TZVPD)
C 1.715 -0.878 -0.118
C -0.480 -0.308 0.500
C -1.414 -0.408 -0.705
C 0.138 1.048 0.718
C -0.009 2.116 -0.042
O 0.549 -1.304 0.381
O 2.561 -1.858 -0.166
H 2.208 -2.713 0.165
H -1.030 -0.599 1.407
H 0.780 1.078 1.587
H -1.837 -1.413 -0.738
H -0.843 -0.246 -1.632
H -2.214 0.323 -0.639
H -0.620 2.130 -0.925
H 0.496 3.032 0.206
```

Summary:
* highest occupied orbital energy: -8.83 eV
* 2S+1: 1
* Kohn-Sham gap: 0.3572 Ha
* ΔE to the lowest compared entry with this formula, charge and spin: 260.8 kJ/mol
* DFT total energy: -345.7056 Eh

Record 9
Molecular formula: C5H8O2
Method: DFT, wB97M-V/def2-TZVPD

XYZ file:
```
15
C5H8O2 (wB97M-V/def2-TZVPD)
O 3.087 0.395 0.575
C 1.934 0.168 0.329
C 0.869 -0.808 0.865
C -0.010 -0.373 -0.327
C -1.433 -0.055 0.037
O -2.174 0.791 -0.783
C 0.945 0.740 -0.687
H 0.425 -0.430 1.790
H 1.118 -1.864 0.995
H 0.027 -1.098 -1.104
H -1.409 0.371 1.034
H -1.963 -1.020 0.051
H -3.128 0.693 -0.599
H 0.479 1.689 -0.443
H 1.231 0.800 -1.733
```

Summary:
* highest occupied orbital energy: -9.66 eV
* SMILES string: O=C1CC(CO)C1
* 2S+1: 1
* Kohn-Sham gap: 0.3809 Ha
* ΔE to the lowest compared entry with this formula, charge and spin: 146.0 kJ/mol
* DFT total energy: -345.7494 Eh

Record 10
Molecular formula: C5H8O2
Method: DFT, wB97M-V/def2-TZVPD

XYZ file:
```
15
C5H8O2 (wB97M-V/def2-TZVPD)
C 0.147 -0.100 1.816
C 0.171 -0.590 0.386
C 0.681 0.555 -0.518
O 0.205 1.845 -0.241
C -0.137 -0.100 -1.670
O -1.485 0.187 -1.261
C -0.846 -0.963 -0.709
H 0.148 -0.877 2.582
H -0.629 0.643 2.003
H 1.112 0.434 1.871
H 0.904 -1.407 0.304
H 1.764 0.625 -0.368
H -0.710 1.856 -0.571
H 0.023 -0.193 -2.741
H -1.347 -1.912 -0.883
```

Summary:
* highest occupied orbital energy: -9.60 eV
* SMILES string: C[C@@H]1[C@H](O)[C@@H]2O[C@H]12
* 2S+1: 1
* Kohn-Sham gap: 0.3886 Ha
* ΔE to the lowest compared entry with this formula, charge and spin: 286.1 kJ/mol
* DFT total energy: -345.6960 Eh

Record 11
Molecular formula: C5H8O2
Method: DFT, wB97M-V/def2-TZVPD

XYZ file:
```
15
C5H8O2 (wB97M-V/def2-TZVPD)
O -0.293 2.291 0.853
C 0.277 1.260 0.616
C 1.619 0.905 -0.030
C 1.140 -0.576 -0.072
C -0.195 -0.198 0.623
C -1.466 -0.320 -0.203
O -1.656 -1.666 -0.590
H 1.779 1.401 -0.995
H 2.485 1.105 0.612
H 1.768 -1.259 0.506
H 0.994 -0.995 -1.071
H -0.343 -0.641 1.614
H -2.302 0.051 0.408
H -1.388 0.335 -1.088
H -2.419 -1.692 -1.181
```

Summary:
* highest occupied orbital energy: -9.54 eV
* SMILES string: O=C1CC[C@@H]1CO
* 2S+1: 1
* Kohn-Sham gap: 0.3809 Ha
* ΔE to the lowest compared entry with this formula, charge and spin: 118.3 kJ/mol
* DFT total energy: -345.7599 Eh

Record 12
Molecular formula: C5H8O2
Method: DFT, wB97M-V/def2-TZVPD

XYZ file:
```
15
C5H8O2 (wB97M-V/def2-TZVPD)
C 2.471 0.244 -0.294
C 1.308 -0.021 -0.134
C -0.134 -0.213 -0.019
C -0.567 -1.494 0.664
O -0.715 -0.429 -1.365
C -0.847 1.051 0.462
O -0.647 2.114 -0.422
H 3.502 0.436 -0.485
H -1.387 -1.405 1.375
H 0.180 -2.160 1.087
H -0.889 -1.804 -0.357
H -0.066 -0.775 -1.996
H -0.594 1.296 1.508
H -1.921 0.836 0.426
H 0.306 2.324 -0.449
```

Summary:
* highest occupied orbital energy: -10.24 eV
* SMILES string: C#C[C@](C)(O)CO
* 2S+1: 1
* Kohn-Sham gap: 0.4066 Ha
* ΔE to the lowest compared entry with this formula, charge and spin: 329.3 kJ/mol
* DFT total energy: -345.6795 Eh

Record 13
Molecular formula: C5H8O2
Method: DFT, wB97M-V/def2-TZVPD

XYZ file:
```
15
C5H8O2 (wB97M-V/def2-TZVPD)
C -0.113 -1.773 0.581
C 0.127 -0.340 0.158
C 0.802 0.523 1.209
C -0.104 1.094 -2.234
C -1.128 0.980 -1.258
O -2.046 1.637 -1.733
O -1.164 0.242 -0.165
H -0.601 -2.329 -0.224
H 0.843 -2.255 0.808
H -0.748 -1.815 1.472
H 0.912 1.553 0.855
H 0.213 0.536 2.132
H 1.798 0.129 1.434
H 0.489 2.007 -2.070
H 0.726 -0.342 -0.768
```

Summary:
* highest occupied orbital energy: -9.60 eV
* 2S+1: 1
* Kohn-Sham gap: 0.3293 Ha
* ΔE to the lowest compared entry with this formula, charge and spin: 371.2 kJ/mol
* DFT total energy: -345.6636 Eh

Record 14
Molecular formula: C5H8O2
Method: DFT, wB97M-V/def2-TZVPD

XYZ file:
```
15
C5H8O2 (wB97M-V/def2-TZVPD)
O 0.329 -0.947 -2.035
C -0.313 -0.469 -0.878
C 0.237 -1.178 0.389
C 0.653 0.089 1.156
C -0.549 1.027 0.965
C 0.046 0.968 -0.452
O 1.362 0.835 0.132
H -0.167 -0.599 -2.785
H -1.405 -0.530 -1.012
H -0.496 -1.797 0.914
H 1.111 -1.784 0.134
H 1.202 -0.006 2.095
H -1.553 0.624 1.135
H -0.414 2.001 1.436
H -0.044 1.765 -1.193
```

Summary:
* highest occupied orbital energy: -9.50 eV
* 2S+1: 1
* Kohn-Sham gap: 0.3813 Ha
* ΔE to the lowest compared entry with this formula, charge and spin: 173.0 kJ/mol
* DFT total energy: -345.7391 Eh

Record 15
Molecular formula: C5H8O2
Method: DFT, wB97M-V/def2-TZVPD

XYZ file:
```
15
C5H8O2 (wB97M-V/def2-TZVPD)
C 0.115 0.967 1.345
C -0.329 0.866 -0.099
C -1.719 0.185 -0.313
O -2.835 0.379 0.106
O -1.255 -0.790 -1.113
C 0.161 -0.270 -1.001
C 1.070 -1.356 -0.472
H 0.076 0.003 1.859
H -0.535 1.657 1.893
H 1.139 1.348 1.409
H -0.300 1.844 -0.594
H 0.482 0.076 -1.990
H 1.142 -2.178 -1.191
H 2.079 -0.962 -0.312
H 0.708 -1.770 0.473
```

Summary:
* highest occupied orbital energy: -10.15 eV
* SMILES string: C[C@@H]1C(=O)O[C@@H]1C
* 2S+1: 1
* Kohn-Sham gap: 0.4035 Ha
* ΔE to the lowest compared entry with this formula, charge and spin: 33.1 kJ/mol
* DFT total energy: -345.7923 Eh

Record 16
Molecular formula: C5H8O2
Method: DFT, wB97M-V/def2-TZVPD

XYZ file:
```
15
C5H8O2 (wB97M-V/def2-TZVPD)
C 0.308 -1.395 -1.320
C 0.166 -0.099 -1.598
O -0.645 0.834 -1.032
C -1.281 0.566 0.206
C -0.358 0.865 1.373
O 0.658 -0.149 1.446
C 1.753 0.116 0.777
H -0.205 -1.909 -0.515
H 1.005 -1.973 -1.915
H 0.730 0.370 -2.398
H -1.658 -0.463 0.257
H -2.138 1.247 0.248
H 0.128 1.835 1.231
H -0.905 0.833 2.320
H 2.303 -0.855 0.850
```

Summary:
* highest occupied orbital energy: -8.54 eV
* 2S+1: 1
* Kohn-Sham gap: 0.3453 Ha
* ΔE to the lowest compared entry with this formula, charge and spin: 436.3 kJ/mol
* DFT total energy: -345.6388 Eh

Record 17
Molecular formula: C5H8O2P
Method: DFT, wB97M-V/def2-TZVPD

XYZ file:
```
16
C5H8O2P (wB97M-V/def2-TZVPD)
C 2.806 -0.381 -0.655
C 1.765 0.011 0.045
C -0.815 0.132 0.698
C 0.377 -0.150 -0.295
C -2.228 -0.703 0.615
O -4.936 -0.747 0.022
O -3.803 1.430 -0.247
P -3.611 -0.246 -0.416
H 3.872 -0.407 -0.333
H 2.718 -0.598 -1.706
H 1.859 0.458 1.075
H -0.439 0.155 1.715
H -1.062 1.220 0.578
H 0.019 -0.791 -1.082
H -1.894 -1.822 0.492
H -4.709 1.467 0.081
```

Summary:
* highest occupied orbital energy (alpha / beta): -3.24 / -2.20 eV
* net charge: -1
* 2S+1: 1
* Kohn-Sham gap (alpha / beta): 0.2498 / 0.1912 Ha
* ΔE to the lowest compared entry with this formula, charge and spin: 362.0 kJ/mol
* DFT total energy: -687.0787 Eh